# 1
Below is a cluster of 5 separate species, C36H60BBrN7O5PS2 in total in a non-equilibrium geometry, with properties calculated with ωB97M-V/def2-TZVPD.

The geometry in XYZ format:
```
113
Properties=species:S:1:pos:R:3:mulliken_charge:R:1
Br -2.90658 -3.38076 2.61371 -0.15
S 0.28378 2.61389 3.35109 -0.24
S 4.14549 -2.20962 -1.12928 -0.40
P -0.71679 -2.88606 2.77762 -0.08
O 0.39310 0.78897 1.28065 -0.51
O 4.25875 3.16560 0.06364 -0.65
O 2.70217 1.59499 -0.85934 -0.29
O -0.61153 -2.39188 4.32268 -0.51
O 0.06288 -4.44794 -0.14559 -0.54
N -0.24328 -2.15388 0.32466 0.30
N -6.03544 -1.87311 2.51189 0.18
N -1.74951 -0.61879 1.16430 1.55
N 1.51102 -5.40958 -5.03286 0.01
N 4.53246 -0.13454 -5.10195 0.07
N 0.47457 0.07657 -5.02945 -0.75
N 1.70374 8.12428 0.87821 0.02
C 0.75333 -0.49224 1.82317 1.22
C -2.66822 0.04925 2.09573 0.63
C 0.11789 -0.75384 -3.86962 0.49
C 1.63978 -6.18355 -2.96394 -0.75
C 4.54263 1.03303 -5.81638 -0.59
C -6.97160 -1.13715 3.18404 -0.41
C -2.44913 -1.04382 -0.04212 -1.83
C 2.18777 -6.27365 -4.21567 -0.53
C -7.99691 -2.42061 1.64898 -0.57
C -0.57992 -1.41245 1.55076 -0.13
C 0.58794 -5.22852 -3.02856 0.09
C 1.60069 6.78438 1.13253 -0.75
C 0.63495 8.78103 1.42377 -0.40
C -8.20135 -1.45279 2.67040 -0.56
C 1.92448 -0.95773 0.94830 -1.69
C -2.98317 1.45810 1.53801 -1.65
C 2.43736 2.26949 1.63040 -1.70
C 2.42265 -0.32711 3.74894 -1.65
C -6.65014 -2.65901 1.57723 -0.33
C -2.29269 0.14634 3.57034 1.43
C -0.22624 -3.35868 0.15081 0.26
C 0.29048 3.00907 0.67411 -1.40
C -1.83694 -0.47161 -1.34480 0.82
C 4.88948 1.48326 -3.64045 0.10
C 0.53326 -4.77080 -4.31858 -0.88
C -1.38520 -1.01043 -3.80857 -1.18
C 2.53666 -2.35180 1.17031 -1.37
C -0.16458 7.85057 2.03097 -1.04
C 0.91447 2.01993 1.67036 2.49
C 2.83203 -3.02685 -0.16979 0.04
C -3.18215 1.15392 4.33000 -1.59
C 4.76082 2.05859 -4.93580 -0.70
C -1.80091 -1.54403 -2.44147 -0.12
C 4.74533 0.12806 -3.77660 -0.40
C 0.44875 6.58123 1.84606 0.32
C 1.16599 -0.42917 3.26532 -0.31
B 3.13912 2.35091 0.21419 0.37
H 3.19707 -1.04176 3.49011 0.26
H 4.47974 -1.20897 -0.30838 0.04
H -2.70748 2.13293 4.33883 0.29
H 1.95968 -3.02535 -0.81780 -0.25
H 2.35253 6.09494 0.78523 0.44
H -2.61148 -2.12048 -0.13383 0.48
H 0.41557 -0.25113 -2.93892 -0.15
H -5.04424 -1.84320 2.67514 -0.02
H -2.78887 -2.00627 -2.48738 0.42
H -3.64118 -0.45709 2.10389 -0.02
H -0.75850 3.16885 0.91044 0.44
H -1.26907 0.44413 3.75380 -1.02
H -0.11423 -4.04870 -4.78719 0.45
H -1.58665 -1.80127 -4.53848 0.26
H 1.47486 0.24263 -5.01384 0.25
H -6.07963 -3.31719 0.94399 0.37
H -2.53101 -0.80790 4.03666 -0.09
H 1.71083 -0.76697 -0.10053 0.48
H 0.40867 -0.36205 4.03231 0.31
H -2.38424 2.23033 2.01649 0.25
H 2.67241 0.45539 4.45758 0.32
H 3.01991 1.56840 2.23303 0.19
H 2.73712 -0.26187 1.15668 1.04
H -0.05039 -4.91782 -2.22289 0.58
H 0.08488 5.62887 2.19606 0.47
H -8.75177 -2.88700 1.03877 0.41
H 2.34416 2.15637 -1.55510 0.23
H -2.76407 1.50460 0.47262 0.33
H 4.38869 -1.04825 -5.48978 0.20
H 3.50022 -2.25189 1.67027 0.74
H 1.70219 -5.26605 -6.00650 0.19
H 1.20414 3.50322 3.73349 0.25
H 5.06455 2.00874 -2.71681 0.49
H 0.53508 9.84881 1.33361 0.39
H 4.39442 1.03429 -6.88246 0.39
H 3.13042 -4.06342 -0.03106 0.55
H -1.06105 -2.29073 -2.14327 -0.25
H -1.42243 -2.50326 4.83211 0.39
H 0.32369 2.60488 -0.33647 0.15
H 1.95490 -6.73987 -2.09701 0.43
H 5.05426 2.62466 0.05692 0.29
H 0.04664 0.98721 -4.90919 0.28
H -9.14239 -1.03813 2.99021 0.41
H -4.04033 1.69689 1.64563 0.44
H 0.66865 -1.69394 -3.89806 -0.01
H 4.76929 -0.67400 -3.05544 0.03
H -1.08553 8.05465 2.55028 0.39
H -3.24757 0.84715 5.37398 0.47
H -4.19163 1.20621 3.92875 0.30
H -2.42993 0.37172 -1.70126 0.99
H 0.76401 3.98485 0.75448 -0.12
H 4.82144 3.10359 -5.18975 0.42
H 2.59803 3.24483 2.09178 0.39
H -1.96395 -0.14723 -4.14090 0.50
H -6.68475 -0.45523 3.96631 0.38
H 1.90162 -3.02603 1.74716 0.15
H -0.82497 -0.15978 -1.09461 -0.98
H 2.99649 -6.87572 -4.59253 0.41
H 2.44967 8.55882 0.36822 0.18
H -3.47009 -0.65896 -0.00768 0.67
```

## Properties
F_max: 1.72 eV/Å
LUMO energy: -0.1 eV
orbital gap: 7.890 eV
2S+1: 1


# 2
Below is a structure of composition C36H60CoIN5O2SSi4, with properties calculated with ωB97M-V/def2-TZVPD.

The geometry in XYZ format:
```
110
Properties=species:S:1:pos:R:3:lowdin_spin:R:1
I -0.51254 -0.34155 -8.08964 0.00
Co -0.28078 0.45506 -0.46937 2.58
S -1.45788 -1.66831 -0.67105 0.04
Si 1.89584 -0.06627 2.47534 0.02
Si -0.16050 0.98646 1.80949 0.08
Si -2.28980 0.44552 2.84672 0.02
Si 0.13060 3.25753 2.52433 0.02
O 1.44678 0.10170 -1.21266 0.07
O 3.31598 -0.52724 -2.21751 0.01
N 4.36194 4.13046 -2.59713 0.00
N 0.38110 -3.59957 -0.56905 0.01
N -1.34014 2.00314 -1.26026 0.04
N -0.72052 -3.11769 1.38164 0.01
N 2.00346 4.06646 -2.34251 0.00
C 0.37298 3.20148 4.41139 0.01
C -3.29938 -5.03721 0.95283 0.00
C -1.32342 4.46412 2.24759 0.00
C -3.49552 1.80570 2.29660 0.00
C -0.47336 -0.02815 -5.06787 0.00
C 2.13701 -0.20656 -2.25946 0.01
C -0.22680 -5.74249 -2.49779 0.00
C -2.48985 -5.47220 2.17541 0.00
C -1.22935 4.36527 -1.70054 0.00
C -0.50373 -2.86330 0.08960 0.01
C 4.34245 5.41281 -2.24235 0.00
C 1.46271 -0.16657 -3.62811 0.00
C -3.24634 -1.17710 2.52204 0.00
C -0.56031 5.66329 -1.66988 0.00
C -0.09430 -4.27760 -2.91509 0.00
C -2.18037 0.46160 4.74603 0.01
C -0.68619 3.16595 -1.23892 0.01
C 3.18064 3.52506 -2.62255 0.00
C 1.10630 -6.47092 -2.34011 0.00
C 0.72650 6.05627 -1.71089 0.00
C 1.68073 4.11897 1.82747 0.00
C -0.98098 -5.55527 1.90604 0.00
C 3.17472 6.07790 -1.92730 0.00
C 1.71175 -0.40542 -6.01810 0.00
C -0.22927 -4.24361 2.15196 0.00
C -2.58147 1.96860 -1.75408 0.01
C -3.23256 3.11227 -2.17286 0.00
C 3.30552 1.15448 2.16731 0.00
C 0.34372 -0.24316 -6.16304 0.00
C 1.84401 -0.47562 4.33261 0.01
C 2.35428 -1.65402 1.55027 0.00
C 0.75676 -3.43238 -1.96489 0.00
C 2.26330 -0.37344 -4.74729 0.00
C 1.97824 5.35738 -1.98963 0.00
C -2.56089 4.31690 -2.13277 0.00
C 0.09655 0.01351 -3.80397 0.00
H 4.27284 0.70855 2.41015 0.00
H 1.59962 0.41130 4.92010 0.00
H -2.02070 1.46591 5.14163 0.00
H -3.11248 -5.71757 0.11930 0.00
H -1.27089 6.48250 -1.61048 0.00
H 2.34082 -0.56387 -6.88331 0.00
H -3.42843 1.97202 1.21833 0.00
H 5.30481 5.91194 -2.21501 0.00
H -1.98542 4.48275 3.11520 0.00
H -2.83851 -6.46023 2.48228 0.00
H 0.32158 3.14453 -0.85941 0.00
H 0.86898 -4.31546 -0.05314 0.00
H 2.04821 -1.58000 0.50610 0.00
H 2.81487 -0.84506 4.67696 0.00
H -3.04781 5.22658 -2.46245 0.00
H -0.82655 -6.25655 -3.25187 0.00
H -1.43176 -2.54003 1.80068 0.00
H 0.64802 -2.38511 -2.22727 0.00
H -0.82527 -5.89171 0.87597 0.00
H 0.35130 -4.20612 -3.91080 0.00
H -0.32897 -3.96900 3.20256 0.00
H 1.88914 -2.53372 1.99519 0.00
H -1.36760 -0.16897 5.11203 0.00
H 3.33241 1.43655 1.11184 0.00
H 0.83554 -4.39929 1.95862 0.00
H 0.93763 -7.51543 -2.07677 0.00
H -3.06158 0.99817 -1.78878 0.00
H 2.46157 4.20583 2.58489 0.00
H 1.28900 2.67131 4.68077 0.00
H -3.26510 -1.44374 1.46614 0.00
H 0.87330 7.12465 -1.59115 0.00
H 3.18004 2.47307 -2.89191 0.00
H -4.28272 -1.06141 2.84752 0.00
H -3.11259 0.08605 5.17819 0.00
H -0.52644 -6.30399 2.55888 0.00
H -4.53009 1.53983 2.52625 0.00
H -0.54624 0.17678 -2.95332 0.00
H -4.36799 -5.06578 1.16855 0.00
H 3.43624 -1.80355 1.55323 0.00
H 3.18297 7.11797 -1.63055 0.00
H -0.45896 2.69446 4.90215 0.00
H -4.24856 3.04982 -2.53664 0.00
H 3.19459 2.06280 2.76183 0.00
H -3.27601 2.75003 2.79539 0.00
H 1.72509 -6.02940 -1.55561 0.00
H 1.67689 -6.43956 -3.26963 0.00
H 3.32607 -0.51178 -4.60164 0.00
H -2.67845 -4.79291 3.01269 0.00
H -1.92856 4.19670 1.37874 0.00
H -3.04908 -4.02603 0.63140 0.00
H -0.95817 5.48163 2.08963 0.00
H -1.54089 0.09469 -5.19188 0.00
H -2.83483 -2.02014 3.08778 0.00
H 0.43874 4.21136 4.82774 0.00
H 1.81236 -3.68984 -2.05170 0.00
H -1.09240 -3.83675 -2.96952 0.00
H -0.78902 -5.79918 -1.56083 0.00
H 1.44611 5.12446 1.47487 0.00
H 1.09723 -1.23914 4.56326 0.00
H 2.10841 3.56687 0.98891 0.00
```

## Properties
F_max: 0.79 eV/Å
LUMO energy (alpha / beta): -0.7 / -0.7 eV
orbital gap (alpha / beta): 5.935 / 6.841 eV
2S+1: 4
<S²>: 3.7627


Values for DFT total energy, eV, ordered as above
-160649.9891 -137928.8198